Model P:
DFT (ωB97M-V with the def2-TZVPD basis set) results for 2 unconnected molecules or ions with the total composition C4H10S2.

M ... 122.26 g/mol
Orbital gap (spin up / spin down) ... 8.55 / 7.77 eV

Atoms and positions in Å:
C (-0.0860, -1.1884, 1.1045)
C (1.8828, -0.0566, -0.3259)
C (-0.6649, 1.8322, 0.4266)
C (0.4140, -0.4983, -0.0631)
S (-2.1705, -0.9905, -1.6051)
S (-0.2110, -0.8795, -1.7158)
H (-1.2588, -1.2555, 1.0940)
H (0.2000, -2.2836, 1.2754)
H (-0.0372, -0.7178, 2.0807)
H (2.2074, -0.4831, -1.2924)
H (2.5625, -0.4686, 0.4426)
H (2.0022, 1.0542, -0.2624)
H (-1.6352, 1.5360, 0.0434)
H (-0.4551, 1.7907, 1.4871)
H (-0.1611, 2.5491, -0.2750)
H (-2.5892, 0.0599, -2.4146)

Model Q:
DFT (ωB97M-V with the def2-TZVPD basis set) results for a molecular structure, C4H10S2.

M ... 122.26 g/mol
Orbital gap ... 9.25 eV

Atoms and positions in Å:
C (-2.7071, -0.4003, 0.2410)
C (0.0453, -0.1615, 0.0586)
C (-0.0162, 1.0192, -0.7094)
C (2.6218, -0.5021, 0.4493)
H (-3.5845, -0.9623, -0.1599)
H (-2.5667, 0.5633, -0.2489)
H (-2.6386, -0.3416, 1.3326)
H (0.0386, 0.2685, 1.1663)
H (-0.4669, 0.9982, -1.7865)
H (1.1912, 1.3335, -1.0298)
H (-0.6017, 1.9164, 0.0006)
H (2.8787, 0.3264, -0.1565)
H (3.4840, -1.2381, 0.4001)
H (2.3343, -0.1900, 1.3136)
S (-1.3987, -1.3708, -0.3326)
S (1.3866, -1.2587, -0.5386)

Tell me which of them is the most stable. Sure, it is model Q.

Model P:
DFT (ωB97M-V with the def2-TZVPD basis set) results for a gas-phase ion, C4H6N (charge +1).

M ... 68.10 g/mol
SMILES ... C=C=[N+]1CC1
Total charge ... +1
Orbital gap ... 9.78 eV

Atoms and positions in Å:
C (2.2930, 0.0759, 0.1873)
C (1.0426, -0.0254, 0.1521)
N (-0.0809, 0.2011, -0.0924)
C (-1.1850, -0.3637, -0.7714)
C (-1.4167, 0.2736, 0.6298)
H (2.9299, 0.4244, -0.7213)
H (3.1207, -0.1863, 0.8665)
H (-1.3697, -1.4579, -0.9212)
H (-1.5508, 0.2933, -1.4688)
H (-2.1978, 1.1079, 0.6608)
H (-1.5852, -0.3429, 1.4785)

Model Q:
DFT (ωB97M-V with the def2-TZVPD basis set) results for a gas-phase ion, C4H6N (charge +1).

M ... 68.10 g/mol
Total charge ... +1
Orbital gap (spin up / spin down) ... 7.89 / 7.89 eV

Atoms and positions in Å:
C (-0.8835, 0.6731, -1.2292)
C (-0.1245, -0.3161, -1.6217)
C (0.7337, -1.1716, 0.2160)
C (0.0441, -0.0925, 0.9678)
N (-0.3103, 0.9424, -0.0004)
H (-1.5339, 1.3744, -1.7229)
H (0.3628, -2.1802, 0.1987)
H (1.7402, -0.9929, -0.1192)
H (-0.8710, -0.4321, 1.4688)
H (0.6956, 0.3469, 1.7307)
H (0.1466, 1.8485, 0.1114)

Model R:
DFT (ωB97M-V with the def2-TZVPD basis set) results for a gas-phase ion, C4H6N (charge +1).

M ... 68.10 g/mol
Total charge ... +1
Orbital gap ... 9.51 eV

Atoms and positions in Å:
C (-0.8074, -1.0269, -0.0057)
C (1.7208, 0.0358, -0.0307)
C (0.4270, -0.0607, -0.0087)
C (-1.9102, 0.0194, -0.0266)
N (-0.7188, 1.0241, 0.0018)
H (-0.8630, -1.7974, -0.7821)
H (-0.9178, -1.6031, 0.9261)
H (2.2488, 0.9755, -0.0368)
H (2.3245, -0.8582, -0.0496)
H (-0.7560, 1.6396, 0.8271)
H (-0.7477, 1.6520, -0.8148)

Model S:
DFT (ωB97M-V with the def2-TZVPD basis set) results for 2 unconnected molecules or ions with the total composition C4H6N.

M ... 68.10 g/mol
Total charge ... +1
Orbital gap ... 8.88 eV

Atoms and positions in Å:
C (-1.6042, 1.8180, 0.5234)
C (-0.7320, 1.1274, 0.1369)
C (0.2441, -0.9231, -0.9073)
C (0.2474, 0.3341, -0.1823)
N (0.4768, -0.9835, 0.5926)
H (-2.5412, 2.2411, 0.6815)
H (-0.5672, -1.3150, -1.3804)
H (1.1380, -1.1390, -1.4288)
H (1.9278, 1.2315, -0.0664)
H (-0.0535, -1.4164, 1.3022)
H (1.4639, -0.9750, 0.7286)

Tell me which of them is the most stable. Sure, it is model P.